## A
{
  "formula": "C3H10N2OS",
  "method": "ωB97M-V/def2-TZVPD",
  "orbital_gap_ev": 9.230,
  "total_charge": 0,
  "spin_multiplicity": 1,
  "e_homo_ha": -0.3139,
  "elements": ["C", "C", "C", "N", "N", "O", "S", "H", "H", "H", "H", "H", "H", "H", "H", "H", "H"],
  "coordinates": [[-2.507, -0.244, 0.192], [2.357, 0.448, -0.496], [-1.170, 0.487, -0.110], [0.265, -1.535, 0.193], [1.495, 0.870, 0.517], [3.438, -0.458, -0.193], [0.135, -0.185, 0.951], [-2.404, -1.286, 0.161], [-2.809, 0.169, 1.193], [-3.178, -0.073, -0.506], [2.912, -1.159, 0.251], [1.766, 0.079, -1.250], [2.803, 1.274, -0.979], [-1.060, 1.629, -0.041], [-0.763, 0.181, -1.173], [0.837, -2.300, 0.476], [1.883, 1.172, 1.407]]
}

---

## B
{
  "formula": "C3H10N2OS",
  "method": "ωB97M-V/def2-TZVPD",
  "orbital_gap_ev": 10.474,
  "total_charge": 0,
  "spin_multiplicity": 1,
  "e_homo_ha": -0.3561,
  "smiles": "CC(C)[S@](=N)(N)=O",
  "elements": ["C", "C", "C", "S", "N", "N", "O", "H", "H", "H", "H", "H", "H", "H", "H", "H", "H"],
  "coordinates": [[-0.753, -1.370, -0.701], [-0.370, -0.310, 0.285], [-1.169, 0.952, -0.012], [1.425, -0.184, -0.069], [2.273, -1.050, 0.840], [1.970, 1.395, 0.204], [1.610, -0.172, -1.533], [-0.488, -0.898, -1.667], [-0.039, -2.252, -0.660], [-1.757, -1.553, -0.701], [-0.503, -0.501, 1.362], [-0.985, 1.302, -1.054], [-0.978, 1.861, 0.741], [-2.101, 0.583, -0.118], [1.847, -1.969, 0.980], [2.426, 1.458, 1.120], [2.741, 1.664, -0.452]]
}

---

The most stable arrangement is B, and the next structure is 0.458 eV less stable.

---

## A
{
  "formula": "CuH12O6",
  "method": "ωB97M-V/def2-TZVPD",
  "orbital_gap_ev": 7.009,
  "total_charge": 1,
  "spin_multiplicity": 1,
  "e_homo_ha": -0.3932,
  "elements": ["Cu", "O", "H", "H", "O", "H", "H", "O", "H", "H", "O", "H", "H", "O", "H", "H", "O", "H", "H"],
  "coordinates": [[-0.096, -0.177, 0.070], [1.073, -0.429, -1.686], [1.009, -0.754, -2.557], [1.943, -0.035, -1.560], [-1.400, 0.789, -1.261], [-1.498, 1.329, -0.515], [-0.555, 1.055, -1.648], [0.405, 2.093, 0.289], [1.385, 2.121, 0.154], [0.195, 2.249, 1.240], [-0.679, -1.986, -0.262], [-1.601, -2.213, -0.033], [-0.536, -2.167, -1.205], [1.409, -0.742, 1.290], [2.129, -1.067, 0.733], [1.829, -0.176, 1.904], [-1.330, -0.028, 1.597], [-1.974, -0.722, 1.823], [-1.714, 0.857, 1.633]]
}

---

## B
{
  "formula": "CuH12O6",
  "method": "ωB97M-V/def2-TZVPD",
  "orbital_gap_ev": 7.821,
  "total_charge": 1,
  "spin_multiplicity": 1,
  "e_homo_ha": -0.4244,
  "elements": ["Cu", "O", "H", "H", "O", "H", "H", "O", "H", "H", "O", "H", "H", "O", "H", "H", "O", "H", "H"],
  "coordinates": [[-6.990, 12.321, 9.124], [-6.592, 11.030, 7.495], [-6.170, 10.172, 7.559], [-7.470, 10.952, 7.182], [-7.053, 13.899, 8.033], [-7.394, 14.441, 8.738], [-6.310, 14.415, 7.697], [-5.141, 12.624, 5.818], [-5.586, 12.268, 6.607], [-5.491, 13.472, 5.747], [-6.835, 10.592, 10.072], [-7.288, 10.901, 10.864], [-6.721, 9.650, 10.123], [-8.946, 12.356, 9.880], [-9.484, 12.340, 9.095], [-9.385, 13.074, 10.264], [-6.173, 13.276, 10.550], [-5.412, 12.779, 10.941], [-5.707, 13.949, 10.097]]
}

---

The most stable arrangement is A, and the next structure is 0.218 eV less stable.

---

## A
{
  "formula": "C51H32BrF15GeN9O2S3W",
  "method": "ωB97M-V/def2-TZVPD",
  "orbital_gap_ev": [6.973, 6.726],
  "total_charge": 1,
  "spin_multiplicity": 3,
  "e_homo_ha": [-0.3488, -0.3538],
  "s2": 2.030,
  "elements": ["W", "Br", "C", "C", "C", "C", "C", "C", "C", "C", "C", "C", "H", "H", "H", "H", "H", "H", "N", "C", "C", "N", "C", "C", "N", "C", "C", "N", "H", "H", "H", "H", "H", "H", "N", "C", "N", "C", "C", "C", "C", "C", "C", "S", "H", "H", "H", "H", "H", "H", "C", "C", "C", "C", "N", "C", "S", "N", "H", "H", "H", "H", "H", "F", "C", "C", "C", "F", "C", "F", "C", "F", "C", "F", "Ge", "S", "C", "C", "F", "C", "F", "C", "F", "C", "F", "C", "F", "C", "C", "F", "C", "F", "C", "F", "C", "F", "C", "F", "O", "C", "O", "C", "N", "C", "C", "C", "H", "H", "H", "H", "H", "H", "H", "H", "H"],
  "coordinates": [[0.089, -0.032, 0.120], [2.150, -0.280, 2.955], [2.718, -1.886, 2.129], [3.926, -2.362, 2.544], [4.333, -3.655, 2.158], [3.467, -4.437, 1.457], [2.204, -3.948, 1.040], [1.290, -4.836, 0.427], [0.060, -4.384, 0.071], [-0.250, -3.013, 0.166], [0.595, -2.067, 0.715], [1.817, -2.594, 1.281], [4.543, -1.766, 3.203], [5.296, -4.034, 2.477], [3.720, -5.465, 1.224], [1.572, -5.874, 0.289], [-0.677, -5.069, -0.325], [-1.219, -2.702, -0.202], [3.490, -0.284, -2.496], [3.013, -1.523, -2.882], [1.926, -1.767, -2.109], [1.742, -0.703, -1.266], [2.688, 0.159, -1.522], [2.761, 1.280, -0.622], [1.850, 1.337, 0.321], [2.225, 2.374, 1.151], [3.355, 2.943, 0.673], [3.685, 2.224, -0.463], [4.271, 0.197, -2.907], [3.479, -2.105, -3.658], [1.287, -2.631, -2.088], [1.678, 2.625, 2.039], [3.952, 3.759, 1.042], [4.484, 2.384, -1.053], [-1.040, -0.083, 3.580], [-1.138, 1.149, 3.085], [-0.532, 1.595, 2.001], [-0.849, 2.974, 1.830], [-0.338, 3.872, 0.890], [-0.741, 5.198, 0.899], [-1.660, 5.675, 1.832], [-2.158, 4.815, 2.791], [-1.735, 3.493, 2.779], [-2.166, 2.270, 3.927], [-0.776, -0.849, 2.969], [-1.666, -0.334, 4.327], [0.385, 3.557, 0.157], [-0.316, 5.881, 0.172], [-1.967, 6.713, 1.821], [-2.854, 5.161, 3.545], [-1.150, -4.512, 3.558], [-2.235, -3.660, 2.967], [-3.582, -3.969, 3.074], [-4.469, -3.092, 2.473], [-4.078, -2.030, 1.778], [-2.760, -1.816, 1.718], [-2.342, -0.476, 0.646], [-1.834, -2.572, 2.311], [-1.558, -5.355, 4.114], [-0.517, -3.918, 4.220], [-0.511, -4.889, 2.756], [-3.924, -4.843, 3.612], [-5.541, -3.249, 2.540], [0.273, -0.044, -4.998], [-0.213, -1.009, -5.793], [-1.164, -1.915, -5.347], [-1.622, -2.821, -6.293], [-2.597, -3.690, -5.984], [-1.149, -2.865, -7.589], [-1.623, -3.751, -8.460], [-0.177, -1.966, -7.981], [0.297, -1.991, -9.219], [0.286, -1.029, -7.081], [1.212, -0.144, -7.460], [-1.836, -2.048, -3.488], [-0.937, -0.538, -2.231], [-1.727, -3.987, -3.202], [-2.777, -4.863, -2.977], [-4.029, -4.429, -2.823], [-2.593, -6.232, -2.947], [-3.620, -7.047, -2.729], [-1.336, -6.762, -3.162], [-1.155, -8.074, -3.129], [-0.270, -5.923, -3.422], [0.945, -6.427, -3.632], [-0.489, -4.563, -3.439], [0.568, -3.780, -3.728], [-3.721, -1.486, -3.510], [-4.437, -1.631, -2.328], [-3.884, -2.264, -1.294], [-5.714, -1.138, -2.169], [-6.383, -1.299, -1.032], [-6.301, -0.454, -3.218], [-7.523, 0.048, -3.082], [-5.621, -0.287, -4.407], [-6.189, 0.389, -5.409], [-4.347, -0.806, -4.538], [-3.731, -0.597, -5.714], [-1.000, 1.755, -0.729], [-0.680, 2.470, -1.709], [0.425, 2.587, -2.272], [-1.835, 3.329, -2.249], [-1.212, 4.192, -3.328], [-1.950, 3.944, -4.610], [-2.426, 2.511, -4.442], [-2.893, 2.486, -2.981], [-2.247, 3.930, -1.442], [-0.255, 3.765, -3.331], [-1.145, 5.173, -3.080], [-1.295, 4.127, -5.458], [-2.796, 4.627, -4.651], [-1.600, 1.807, -4.585], [-3.216, 2.269, -5.150], [-2.925, 1.481, -2.563], [-3.878, 2.945, -2.882]]
}

---

## B
{
  "formula": "C51H32BrF15GeN9O2S3W",
  "method": "ωB97M-V/def2-TZVPD",
  "orbital_gap_ev": [7.159, 6.799],
  "total_charge": 1,
  "spin_multiplicity": 3,
  "e_homo_ha": [-0.3545, -0.3654],
  "s2": 2.024,
  "elements": ["W", "Br", "C", "C", "C", "C", "C", "C", "C", "C", "C", "C", "H", "H", "H", "H", "H", "H", "N", "C", "C", "N", "C", "C", "N", "C", "C", "N", "H", "H", "H", "H", "H", "H", "N", "C", "N", "C", "C", "C", "C", "C", "C", "S", "H", "H", "H", "H", "H", "H", "C", "C", "C", "C", "N", "C", "S", "N", "H", "H", "H", "H", "H", "F", "C", "C", "C", "F", "C", "F", "C", "F", "C", "F", "Ge", "S", "C", "C", "F", "C", "F", "C", "F", "C", "F", "C", "F", "C", "C", "F", "C", "F", "C", "F", "C", "F", "C", "F", "O", "C", "O", "C", "N", "C", "C", "C", "H", "H", "H", "H", "H", "H", "H", "H", "H"],
  "coordinates": [[1.238, 1.009, 0.002], [1.819, -1.359, -1.155], [1.277, -0.843, -2.900], [1.061, -1.790, -3.847], [0.798, -1.363, -5.169], [0.834, -0.034, -5.480], [1.083, 0.946, -4.486], [1.215, 2.326, -4.805], [1.492, 3.225, -3.822], [1.557, 2.807, -2.471], [1.403, 1.499, -2.096], [1.238, 0.545, -3.141], [1.103, -2.845, -3.604], [0.596, -2.101, -5.934], [0.682, 0.293, -6.502], [1.113, 2.640, -5.837], [1.626, 4.273, -4.062], [1.726, 3.573, -1.720], [-0.381, 3.713, 2.666], [-0.575, 4.614, 1.634], [0.050, 4.086, 0.549], [0.617, 2.891, 0.915], [0.339, 2.699, 2.187], [1.057, 1.620, 2.860], [2.039, 1.048, 2.177], [2.677, 0.193, 3.055], [2.080, 0.291, 4.270], [1.057, 1.217, 4.125], [-0.799, 3.774, 3.581], [-1.154, 5.512, 1.759], [0.114, 4.463, -0.456], [3.495, -0.433, 2.746], [2.266, -0.226, 5.195], [0.337, 1.409, 4.803], [3.318, 3.591, 1.559], [3.816, 3.132, 0.388], [3.454, 2.032, -0.234], [4.310, 1.845, -1.364], [4.374, 0.734, -2.194], [5.256, 0.724, -3.259], [6.101, 1.804, -3.513], [6.082, 2.901, -2.675], [5.189, 2.893, -1.610], [5.035, 4.099, -0.376], [2.935, 2.889, 2.172], [3.819, 4.343, 2.002], [3.758, -0.124, -2.005], [5.286, -0.143, -3.906], [6.788, 1.774, -4.348], [6.753, 3.736, -2.830], [-5.314, 2.739, -2.847], [-3.857, 3.008, -2.611], [-3.224, 4.125, -3.149], [-1.894, 4.289, -2.841], [-1.209, 3.429, -2.083], [-1.890, 2.379, -1.636], [-1.183, 1.047, -0.708], [-3.191, 2.141, -1.856], [-5.630, 3.104, -3.824], [-5.914, 3.256, -2.094], [-5.518, 1.674, -2.767], [-3.754, 4.828, -3.777], [-1.336, 5.141, -3.220], [-1.247, -1.746, -1.648], [-2.494, -2.142, -1.357], [-3.086, -1.865, -0.134], [-4.359, -2.385, 0.063], [-5.020, -2.153, 1.210], [-5.027, -3.121, -0.892], [-6.254, -3.583, -0.667], [-4.404, -3.375, -2.100], [-5.026, -4.091, -3.028], [-3.132, -2.889, -2.332], [-2.522, -3.157, -3.486], [-2.261, -0.886, 1.346], [-0.090, -0.680, 1.441], [-2.517, -2.153, 2.853], [-3.056, -1.841, 4.090], [-3.530, -0.617, 4.358], [-3.138, -2.752, 5.129], [-3.662, -2.404, 6.302], [-2.664, -4.035, 4.949], [-2.726, -4.920, 5.936], [-2.127, -4.387, 3.729], [-1.655, -5.633, 3.536], [-2.070, -3.454, 2.717], [-1.557, -3.896, 1.548], [-3.307, 0.715, 1.774], [-2.894, 1.530, 2.816], [-1.895, 1.138, 3.641], [-3.493, 2.727, 3.126], [-3.049, 3.478, 4.149], [-4.589, 3.142, 2.391], [-5.188, 4.292, 2.679], [-5.064, 2.342, 1.376], [-6.142, 2.719, 0.693], [-4.414, 1.157, 1.070], [-4.913, 0.470, 0.043], [3.246, -3.134, 3.105], [2.974, -2.926, 1.887], [3.180, -1.916, 1.211], [2.311, -4.114, 1.168], [2.199, -5.190, 2.222], [3.062, -6.344, 1.817], [4.070, -5.709, 0.870], [3.201, -4.720, 0.085], [1.332, -3.798, 0.824], [1.244, -5.452, 2.443], [2.622, -4.598, 3.020], [2.441, -7.069, 1.294], [3.491, -6.810, 2.699], [4.561, -6.449, 0.243], [4.833, -5.174, 1.438], [2.595, -5.258, -0.648], [3.769, -3.950, -0.431]]
}

---

The most stable arrangement is B, and the next structure is 0.417 eV less stable.

---

## A
{
  "formula": "C2H6N2O2",
  "method": "ωB97M-V/def2-TZVPD",
  "orbital_gap_ev": 10.233,
  "total_charge": 0,
  "spin_multiplicity": 1,
  "e_homo_ha": -0.3932,
  "elements": ["C", "C", "N", "N", "O", "O", "H", "H", "H", "H", "H", "H"],
  "coordinates": [[-0.194, 0.339, 1.074], [-0.416, 0.590, -0.345], [1.979, 0.863, -0.526], [-1.520, 0.661, -0.880], [2.911, 0.600, -1.242], [0.765, 0.543, -1.128], [-0.314, 1.210, 1.839], [-0.856, -0.437, 1.242], [0.973, 0.042, 1.208], [-0.755, -2.222, 0.340], [-1.469, 0.755, -1.921], [-1.103, -2.943, 0.342]]
}

---

## B
{
  "formula": "C2H6N2O2",
  "method": "ωB97M-V/def2-TZVPD",
  "orbital_gap_ev": 9.138,
  "total_charge": 0,
  "spin_multiplicity": 1,
  "e_homo_ha": -0.3373,
  "smiles": "[NH3+]C(=O)[O-].C=N",
  "elements": ["N", "C", "O", "O", "H", "H", "H", "C", "N", "H", "H", "H"],
  "coordinates": [[0.397, -1.042, 0.298], [1.659, -1.095, -0.656], [2.050, -2.222, -0.891], [1.941, 0.038, -1.046], [0.285, 0.167, 0.334], [-0.243, -1.723, -0.097], [0.732, -1.459, 1.164], [-1.700, 1.321, 0.338], [-0.454, 1.376, 0.182], [-2.106, 0.518, 0.951], [-2.397, 2.038, -0.087], [-0.164, 2.083, -0.490]]
}

---

The most stable arrangement is B, and the next structure is 3.437 eV less stable.

---

## A
{
  "formula": "C2H6N2O2",
  "method": "ωB97M-V/def2-TZVPD",
  "orbital_gap_ev": 10.442,
  "total_charge": 0,
  "spin_multiplicity": 1,
  "e_homo_ha": -0.3525,
  "smiles": "[H]/N=C/N.O=CO",
  "elements": ["H", "N", "C", "N", "H", "H", "H", "O", "C", "O", "H", "H"],
  "coordinates": [[-0.106, 2.002, -1.987], [-0.067, 1.126, -1.419], [1.051, 1.212, -0.752], [1.470, 0.077, -0.057], [1.534, 2.221, -0.550], [2.136, 0.050, 0.669], [0.864, -0.743, 0.046], [-2.308, -0.692, 1.782], [-1.463, -1.376, 1.223], [-0.968, -1.226, -0.088], [-1.094, -2.310, 1.617], [-1.049, -0.340, -0.482]]
}

---

## B
{
  "formula": "C2H6N2O2",
  "method": "ωB97M-V/def2-TZVPD",
  "orbital_gap_ev": 10.713,
  "total_charge": 0,
  "spin_multiplicity": 1,
  "e_homo_ha": -0.3657,
  "smiles": "[H]/N=C/N.O=CO",
  "elements": ["H", "N", "C", "N", "H", "H", "H", "O", "C", "O", "H", "H"],
  "coordinates": [[1.289, -0.091, 1.493], [0.477, 0.447, 1.219], [-0.594, -0.239, 1.333], [-1.821, 0.310, 1.210], [-0.605, -1.318, 1.502], [-2.594, -0.289, 0.987], [-1.895, 1.284, 0.962], [2.332, -0.641, -1.551], [1.310, -0.260, -2.042], [0.549, 0.729, -1.569], [0.884, -0.695, -2.959], [0.668, 0.762, -0.585]]
}

---

The most stable arrangement is B, and the next structure is 0.588 eV less stable.

---

## A
{
  "formula": "C2H6N2O2",
  "method": "ωB97M-V/def2-TZVPD",
  "orbital_gap_ev": 9.700,
  "total_charge": 0,
  "spin_multiplicity": 1,
  "e_homo_ha": -0.3320,
  "smiles": "NNC(=O)CO",
  "elements": ["N", "N", "C", "O", "C", "O", "H", "H", "H", "H", "H", "H"],
  "coordinates": [[0.400, 0.829, 2.056], [0.453, 0.312, 0.713], [-0.344, -0.635, 0.224], [-0.969, -1.426, 0.847], [-0.404, -0.586, -1.401], [0.257, 0.553, -1.947], [0.042, -0.091, 2.564], [1.367, 1.026, 2.351], [0.901, 0.822, -0.029], [0.213, -1.507, -1.904], [-1.459, -0.565, -1.649], [-0.458, 1.267, -1.826]]
}

---

## B
{
  "formula": "C2H6N2O2",
  "method": "ωB97M-V/def2-TZVPD",
  "orbital_gap_ev": [8.101, 8.408],
  "total_charge": 0,
  "spin_multiplicity": 1,
  "e_homo_ha": [-0.3041, -0.3347],
  "elements": ["C", "C", "N", "N", "O", "O", "H", "H", "H", "H", "H", "H"],
  "coordinates": [[-0.529, -1.468, -0.278], [-0.387, 2.104, -0.101], [2.312, -0.851, 1.186], [-0.737, -0.190, 0.228], [2.090, -1.893, 0.681], [-0.309, 0.787, -0.640], [-0.894, -1.748, -1.220], [0.608, -1.620, -0.217], [-1.106, -2.238, 0.237], [-1.360, 2.502, 0.383], [-0.055, 2.594, -1.014], [0.367, 2.022, 0.755]]
}

---

The most stable arrangement is A, and the next structure is 4.961 eV less stable.